Below is C38H29AsN6O3PbS2 as an isolated structure in a non-equilibrium geometry, with properties calculated with wB97M-V/def2-TZVPD.

Output
Calculated total energy (hartree): -5244.630342
LUMO energy (Ha): -0.02761
Orbital gap (eV): 6.3
Total charge: 0
HOMO (eV): -7.1

Positions of all 80 atoms, in Å:
Pb -0.252 -0.179 0.130
As 1.340 -2.334 -1.536
S 2.299 0.544 -0.281
S -1.692 0.158 -2.120
O 1.393 3.755 2.415
O -1.140 3.084 3.850
O -2.203 4.372 0.895
N -0.789 -0.368 3.260
N -3.013 1.176 0.412
N -3.798 -1.448 -1.837
N 0.181 2.598 -0.676
N -3.654 0.197 -0.245
N -0.143 1.966 2.070
C 3.008 0.097 -4.521
C 0.484 -6.805 -2.471
C 0.387 2.882 -1.954
C 3.025 -2.119 -0.582
C -4.098 4.125 4.132
C 0.623 3.151 1.658
C 1.620 -6.282 -3.011
C 2.005 -4.961 -2.754
C -3.875 1.867 1.064
C 1.815 -1.642 -3.329
C -2.676 -0.484 5.288
C -1.264 0.753 3.806
C -0.192 -6.104 -1.502
C 1.265 5.045 -1.518
C 0.992 4.048 -2.434
C 5.341 -1.765 0.924
C 0.220 -4.830 -1.212
C -1.197 -1.490 3.739
C 3.894 -3.182 -0.356
C -2.112 -1.638 4.769
C -2.453 3.805 1.900
C -2.855 4.638 4.234
C 5.066 -3.067 0.420
C 0.924 -1.699 -4.362
C 4.481 -0.697 0.695
C 1.982 0.087 -5.449
C -1.843 4.195 3.260
C 2.890 -0.762 -3.459
C -3.159 -0.341 -1.310
C -2.206 0.744 4.865
C 1.201 -4.203 -1.895
C 0.942 -0.799 -5.412
C 1.014 4.791 -0.210
C -4.351 3.069 3.108
C -3.587 2.875 2.074
C 0.521 3.560 0.197
C 3.323 -0.878 0.011
C -0.809 1.993 3.143
H 3.615 -4.108 -0.769
H 1.095 5.626 0.530
H 0.130 -7.821 -2.731
H 0.005 -2.307 -4.380
H -3.467 -0.589 6.029
H 6.229 -1.532 1.504
H -4.905 1.573 0.977
H 1.075 4.194 -3.502
H 3.689 -0.807 -2.681
H -4.856 4.464 4.829
H 2.147 -6.822 -3.788
H -5.307 2.493 3.075
H -3.704 -1.560 -2.828
H 0.056 2.204 -2.746
H -2.607 1.691 5.267
H 2.930 -4.523 -3.163
H -1.125 -6.562 -1.095
H 5.753 -3.845 0.687
H 3.863 0.803 -4.620
H -0.344 -4.213 -0.539
H -2.390 -2.585 5.098
H 1.932 0.854 -6.189
H -0.724 -2.386 3.303
H -4.663 -1.604 -1.382
H -1.144 5.017 3.006
H -2.650 5.368 4.987
H 0.115 -0.750 -6.140
H 4.718 0.259 1.159
H 1.657 5.972 -1.782